[1]
This record from the Open Molecules 2025 dataset describes a molecular structure, C42H68LaOPSi2 in a non-equilibrium geometry. The level of theory is ωB97M-V/def2-TZVPD.

The geometry in ORCA input format:
```
! wB97M-V def2-TZVPD RIJCOSX def2/J DEFGRID3
* xyz 0 1
La 10.8441 12.3685 11.5684
C 15.0944 7.2395 17.9437
Si 14.3495 8.9823 17.7035
C 12.6540 9.4810 18.3042
C 15.7015 10.1009 18.3680
C 16.2519 10.5204 19.6079
C 16.9707 11.6818 19.7684
C 17.1150 12.5618 18.7012
C 16.6163 12.2198 17.4112
C 15.9928 10.9760 17.2356
Si 14.8669 10.3118 15.8511
C 15.8313 9.0542 14.8348
C 13.7043 11.6172 15.2402
H 16.1456 7.1654 17.7112
H 14.5754 6.5567 17.2673
H 14.9071 6.9546 19.0294
H 12.6930 10.1494 19.1065
H 12.1230 8.5745 18.6238
H 12.0200 9.9227 17.5128
H 15.9305 9.9486 20.4596
H 17.2843 11.9058 20.7735
H 17.6463 13.5191 18.7522
H 16.6159 12.8929 16.6038
H 15.2804 8.1909 14.5765
H 16.7272 8.6919 15.4190
H 16.1252 9.5343 13.8941
H 13.7531 11.5679 14.1236
H 13.9255 12.6257 15.7167
H 12.6486 11.4164 15.4606
C 13.0130 15.7670 8.7280
C 13.5802 14.3278 9.1516
C 14.7262 14.0393 8.1120
C 12.4706 13.3079 9.1582
C 12.8057 11.9649 9.1946
C 11.8898 10.9667 8.9352
C 12.3466 9.5652 8.5044
C 13.7608 9.6298 7.9146
C 12.2755 8.4559 9.5554
C 10.4841 11.1800 9.0023
C 10.1004 12.5671 8.9323
C 11.0737 13.5757 9.0457
C 8.7164 13.0171 8.4845
C 8.9035 13.7278 7.1175
C 7.9922 13.9743 9.5320
C 9.4852 10.0357 8.9531
C 9.0901 9.6709 7.7025
C 8.5096 8.3858 7.4901
C 7.9243 7.7878 8.5777
C 8.1674 8.2631 9.8562
C 8.9957 9.3361 10.1125
P 9.0390 9.9501 11.8199
C 9.9202 8.6789 12.8201
C 11.3525 9.2801 12.8868
C 9.3725 8.5418 14.2924
C 9.9619 7.2469 12.2812
C 7.2404 10.1876 12.4799
C 7.3440 11.2731 13.6178
C 6.6060 8.8803 13.0126
C 6.4016 10.7398 11.3596
H 13.8227 16.4833 8.8657
H 12.1709 16.1447 9.3431
H 12.6189 15.7791 7.6856
H 14.0689 14.4206 10.1836
H 14.4657 14.4843 7.1293
H 14.9383 12.9846 7.9685
H 15.6642 14.5077 8.4687
H 13.8064 11.7784 9.5802
H 11.6632 9.3046 7.7056
H 13.9145 8.8684 7.0815
H 14.5192 9.4953 8.6697
H 13.9102 10.6171 7.4743
H 11.5073 8.5100 10.2655
H 13.1348 8.3743 10.2152
H 12.0667 7.4655 9.1295
H 10.6881 14.6160 8.9327
H 8.1191 12.0995 8.3705
H 9.1279 14.7515 7.3629
H 8.0909 13.6941 6.3726
H 9.7664 13.2856 6.5969
H 8.5443 14.8827 9.6896
H 7.7583 13.5819 10.5092
H 7.0319 14.2441 9.0959
H 9.4549 10.2834 6.8839
H 8.4219 8.0027 6.4994
H 7.3148 6.8706 8.4442
H 7.7794 7.7050 10.7091
H 11.3487 10.1857 13.5200
H 11.8792 9.4923 12.0053
H 11.9931 8.5773 13.4126
H 9.2563 9.4657 14.8367
H 10.0837 7.8383 14.7404
H 8.4202 7.9868 14.2573
H 10.3126 7.1853 11.2140
H 9.0259 6.8327 12.4369
H 10.6847 6.7903 12.9537
H 7.9728 10.8206 14.4306
H 6.3287 11.5723 13.9214
H 7.7945 12.1642 13.1917
H 5.6290 8.7213 12.5248
H 6.4831 8.8774 14.1386
H 7.1600 7.9933 12.7442
H 6.8048 11.6540 10.9357
H 5.3593 10.8567 11.7352
H 6.3103 10.0057 10.5016
C 8.4526 15.1380 13.7943
C 9.7875 15.2544 13.1762
C 10.8504 15.4757 14.2157
O 10.0069 14.1696 12.3090
H 8.2099 15.9363 14.4830
H 8.1889 14.2222 14.3786
H 7.6737 15.1254 13.0602
H 9.8274 16.2068 12.5813
H 11.2100 14.5384 14.6261
H 10.4394 16.2029 14.9868
H 11.7823 15.9090 13.8170
*
```

Summary:
DFT total energy   -72604.681 eV

[2]
This record from the Open Molecules 2025 dataset describes 5 unconnected molecules or ions with the total composition C42H70ClNO8. The level of theory is ωB97M-V/def2-TZVPD.

The geometry in ORCA input format:
```
! wB97M-V def2-TZVPD RIJCOSX def2/J DEFGRID3
* xyz 0 1
C 7.1017 -1.1701 1.2373
O 6.4302 -2.3636 0.9066
C 5.1073 -2.4492 1.4254
C 4.0345 -2.1408 0.3771
C 4.4184 -2.4372 -1.0779
C 3.1929 -2.8101 -1.9032
C 2.1516 -1.6925 -1.8997
C 1.0378 -1.8983 -2.9164
C -0.1580 -0.9193 -2.7632
C -0.1169 -0.1203 -1.4855
C 0.4832 1.1453 -1.4295
C 1.0630 1.7969 -2.6600
C 0.1656 2.9079 -3.2303
C -0.8785 2.3996 -4.2002
Cl -2.0278 3.7149 -4.6125
C 0.6020 1.8206 -0.2077
C 1.2741 3.1654 -0.0965
C 2.7699 3.0661 0.0741
O 3.3801 2.0315 0.1044
N 3.4017 4.3541 0.1908
C 4.4914 4.3024 1.1706
C 3.9257 4.7215 -1.1344
C 0.1158 1.2433 0.9546
C -0.5186 0.0184 0.9062
C -0.6294 -0.6647 -0.3035
C -1.3219 -1.9832 -0.2441
O -0.9995 -2.9410 -0.9164
C -2.4606 -2.0484 0.7217
C -3.5950 -2.7827 0.4043
C -4.6600 -2.7858 1.2915
C -4.5773 -2.0719 2.4802
C -3.4399 -1.3476 2.8358
C -3.4294 -0.5728 4.1258
C -2.3657 -1.3417 1.9258
C -1.0992 -0.5846 2.1435
O -0.5658 -0.4672 3.2260
H 7.9066 -1.0317 0.5173
H 6.4368 -0.3030 1.1727
H 7.5237 -1.2231 2.2456
H 4.9936 -1.7460 2.2513
H 4.9741 -3.4611 1.8045
H 3.7406 -1.0912 0.4614
H 3.1413 -2.7177 0.6303
H 4.9112 -1.5654 -1.5114
H 5.1398 -3.2556 -1.1067
H 2.7471 -3.7226 -1.4972
H 3.4925 -3.0257 -2.9347
H 1.7233 -1.6416 -0.8984
H 2.6756 -0.7482 -2.0804
H 1.4643 -1.7826 -3.9158
H 0.6802 -2.9241 -2.8325
H -1.0897 -1.4831 -2.7899
H -0.1887 -0.2626 -3.6294
H 2.0181 2.2535 -2.4029
H 1.2453 1.0441 -3.4223
H 0.7709 3.6612 -3.7335
H -0.3510 3.4249 -2.4212
H -0.4366 2.0858 -5.1432
H -1.4781 1.5884 -3.7944
H 0.9002 3.6833 0.7883
H 1.0820 3.8222 -0.9467
H 5.2790 3.6032 0.8743
H 4.0951 3.9910 2.1346
H 4.9234 5.2977 1.2614
H 4.8281 4.1507 -1.3787
H 3.1668 4.5384 -1.8952
H 4.1706 5.7830 -1.1361
H 0.2193 1.7520 1.9056
H -3.6405 -3.3181 -0.5348
H -5.5532 -3.3366 1.0325
H -5.4273 -2.0734 3.1509
H -2.4488 -0.5754 4.5880
H -3.7056 0.4655 3.9240
H -4.1761 -0.9760 4.8057
C -3.7864 -6.9720 -1.7469
C -3.6698 -6.4372 -0.3276
C -3.1212 -7.4853 0.6266
O -4.9344 -5.9437 0.1260
H -4.4779 -7.8192 -1.7748
H -4.1726 -6.2023 -2.4154
H -2.8201 -7.3074 -2.1246
H -3.0094 -5.5685 -0.3218
H -3.7900 -8.3503 0.6648
H -3.0404 -7.0788 1.6347
H -2.1363 -7.8285 0.3091
H -5.5561 -6.6792 0.1360
C -8.4899 1.0768 -0.6053
C -7.4195 0.3103 0.1561
C -6.0405 0.5085 -0.4523
O -7.7445 -1.0783 0.2169
H -8.5411 0.7250 -1.6395
H -9.4680 0.9235 -0.1495
H -8.2756 2.1463 -0.6210
H -7.4088 0.6420 1.1958
H -6.0245 0.1305 -1.4788
H -5.2896 -0.0426 0.1165
H -5.7586 1.5622 -0.4754
H -7.7611 -1.4119 -0.6868
C 2.8190 -2.3390 6.2077
C 3.1472 -1.7067 4.8644
C 2.2901 -0.4808 4.5864
O 3.0145 -2.6582 3.8104
H 1.7763 -2.6685 6.2234
H 3.4497 -3.2102 6.3853
H 2.9638 -1.6306 7.0245
H 4.2017 -1.4226 4.8481
H 1.2323 -0.7560 4.5513
H 2.5499 -0.0428 3.6222
H 2.4203 0.2766 5.3611
H 2.0924 -2.9370 3.7799
C 1.1351 8.1281 -1.4027
C 1.4203 7.0812 -2.4667
C 1.0765 7.5750 -3.8628
O 0.7230 5.8679 -2.1786
H 0.0709 8.3800 -1.3975
H 1.3968 7.7486 -0.4148
H 1.6998 9.0428 -1.5867
H 2.4766 6.8079 -2.4280
H 0.0105 7.8091 -3.9285
H 1.2957 6.8088 -4.6066
H 1.6394 8.4750 -4.1127
H -0.2224 6.0564 -2.2056
*
```

Summary:
Structure (SMILES)   COCCCCCCCc1c(CCCCl)c(CC(=O)N(C)C)cc2c1C(=O)c1cccc(C)c1C2=O.CC(C)O.CC(C)O.CC(C)O.CC(C)O
DFT total energy   -75082.589 eV

[3]
This record from the Open Molecules 2025 dataset describes a molecular structure, C42H70CrGeN6O2P3. The level of theory is ωB97M-V/def2-TZVPD.

The geometry in ORCA input format:
```
! wB97M-V def2-TZVPD RIJCOSX def2/J DEFGRID3
* xyz 2 6
Cr 0.6778 -0.9601 -0.4493
C -4.5639 -1.1658 1.5605
C -3.0593 -1.0766 1.8275
C -2.7519 -1.8602 3.1034
P -1.9623 -1.4771 0.3689
C -2.5226 -0.1339 -0.7696
N -1.9837 1.1135 -0.2848
Ge -0.2844 1.3502 0.4519
N 0.6357 2.5791 -0.6270
C 1.4368 2.2659 -1.7870
P 1.1643 0.5562 -2.4040
C -0.2694 0.7023 -3.5606
C -0.8458 -0.6643 -3.9469
C -0.0567 1.5634 -4.8053
C 2.7235 0.1978 -3.3254
C 2.5743 -1.0687 -4.1674
C 3.2985 1.3535 -4.1450
C 0.9292 3.7544 0.0793
C 2.0214 4.5886 -0.1143
C 2.1800 5.7023 0.7081
C 1.2790 5.9803 1.7213
C 0.1640 5.1643 1.9008
C -0.0083 4.0842 1.0661
N -1.1528 3.1903 1.0940
C -2.1398 3.4539 0.0558
C -2.6200 4.7129 -0.2314
C -3.5691 4.8671 -1.2362
C -4.0037 3.7581 -1.9432
C -3.4984 2.4907 -1.6726
C -2.5627 2.3261 -0.6573
C -1.6899 2.8973 2.4044
C -2.7100 3.6084 2.9988
C -3.1444 3.2411 4.2674
C -2.5518 2.1656 4.9066
C -1.5389 1.4315 4.2968
C -1.0958 1.7950 3.0290
N -0.0937 1.1321 2.3071
C 0.5356 0.0006 2.9609
P 1.8267 -0.8235 1.9315
C 3.3525 0.0159 2.5981
C 3.6897 -0.4060 4.0317
C 3.1938 1.5514 2.5411
C 1.9006 -2.5234 2.6611
C 3.1730 -3.2521 2.2191
C 0.6884 -3.3663 2.2784
C -2.5548 -3.0077 -0.5026
C -2.5864 -4.2021 0.4522
C -3.8600 -2.8909 -1.2909
H -5.0919 -0.7196 2.4051
H -4.8892 -2.2039 1.4915
H -4.8903 -0.6389 0.6663
H -2.8052 -0.0234 1.9982
H -3.0411 -2.9072 3.0092
H -3.3282 -1.4360 3.9272
H -1.7053 -1.8298 3.3940
H -3.6119 -0.0753 -0.7813
H -2.2116 -0.3808 -1.7911
H 2.5104 2.3408 -1.5957
H 1.1934 2.9779 -2.5838
H -0.9986 1.2202 -2.9206
H -0.2691 -1.1190 -4.7522
H -1.8677 -0.5443 -4.3117
H -0.8593 -1.3702 -3.1134
H 0.5929 1.0644 -5.5246
H 0.3646 2.5427 -4.5795
H -1.0171 1.7280 -5.2967
H 3.4161 -0.0306 -2.5140
H 1.9020 -0.9160 -5.0119
H 2.2012 -1.9002 -3.5669
H 3.5467 -1.3516 -4.5736
H 2.6575 1.6276 -4.9802
H 4.2595 1.0456 -4.5612
H 3.4763 2.2470 -3.5468
H 2.7420 4.3977 -0.8977
H 3.0263 6.3569 0.5479
H 1.4270 6.8368 2.3634
H -0.5580 5.3734 2.6798
H -2.2485 5.5710 0.3154
H -3.9600 5.8487 -1.4630
H -4.7387 3.8763 -2.7281
H -3.8338 1.6426 -2.2553
H -3.1708 4.4354 2.4740
H -3.9369 3.7957 4.7492
H -2.8829 1.8800 5.8962
H -1.1121 0.5880 4.8202
H -0.1901 -0.7673 3.2439
H 0.9977 0.3511 3.8893
H 4.1793 -0.2832 1.9516
H 2.8597 -0.2153 4.7144
H 4.5337 0.1895 4.3840
H 3.9705 -1.4524 4.1195
H 3.0157 1.9533 3.5389
H 2.3590 1.8974 1.9264
H 4.1128 2.0307 2.1952
H 1.9116 -2.3939 3.7478
H 3.1078 -3.5074 1.1616
H 3.2775 -4.1750 2.7912
H 4.0813 -2.6688 2.3607
H 0.6443 -3.5032 1.1943
H -0.2552 -2.9325 2.6027
H 0.7750 -4.3534 2.7370
H -1.7513 -3.1789 -1.2263
H -3.4421 -4.1442 1.1257
H -1.6829 -4.2745 1.0610
H -2.6897 -5.1289 -0.1152
H -4.7219 -2.7413 -0.6450
H -4.0248 -3.8195 -1.8415
H -3.8349 -2.0834 -2.0228
O 3.5286 -1.7340 -0.6582
H 3.8293 -0.8364 -0.4365
H 4.3145 -2.2035 -0.9573
O 4.1682 1.0319 -0.4071
H 5.0234 1.3096 -0.7553
H 3.9811 1.6376 0.3200
C 0.3458 -6.2507 -1.8654
N 0.9262 -5.0697 -2.5094
C 1.4858 -5.2081 -3.8562
C 0.8429 -3.9037 -1.9405
N 0.7695 -2.8646 -1.4330
H 1.0766 -7.0581 -1.8751
H -0.5510 -6.5696 -2.3974
H 0.0930 -6.0157 -0.8342
H 2.3079 -5.9225 -3.8366
H 1.8570 -4.2453 -4.1977
H 0.7169 -5.5606 -4.5437
*
```

Summary:
DFT total energy   -170519.659 eV